Below is 2 unconnected molecules or ions with the total composition C6H8 in a non-equilibrium geometry, with properties calculated with wB97M-V/def2-TZVPD.

Properties
LUMO energy (alpha / beta) (eV): -0.777 / -0.221
2S+1: 1
Frontier orbital gap (alpha / beta) (eV): 8.7 / 7.6
HOMO level (alpha / beta) (eV): -9.45 / -7.79

```
14
Properties=species:S:1:pos:R:3:nbo_charge:R:1
C -0.8987 -0.6973 2.7712 -0.19
C -0.2099 -0.4970 1.8104 -0.04
C -0.6644 -2.3178 -0.6229 -0.34
C 0.3532 -1.4558 -0.4282 -0.25
C 0.5771 2.5685 -0.7342 -0.47
C 0.5656 -0.5309 0.6167 -0.21
H -1.2240 -0.7898 3.6809 0.20
H -0.4937 -3.1939 -1.2237 0.20
H -1.5555 -2.2332 -0.0278 0.20
H 1.2313 -1.5111 -1.0620 0.20
H 0.5696 2.5573 -1.7857 0.16
H -0.3746 2.9292 -0.3721 0.16
H 1.3910 3.0517 -0.2968 0.16
H 1.2305 0.3090 0.4219 0.23
```



Below is C6H8 in the gas phase, with properties calculated with wB97M-V/def2-TZVPD.

Properties
LUMO energy (eV): 1.127
2S+1: 1
Frontier orbital gap (eV): 10.1
HOMO level (eV): -8.96
SMILES string: C=C=C1C[C@@H]1C

```
14
Properties=species:S:1:pos:R:3:nbo_charge:R:1
C -1.6009 1.2222 -0.0697 -0.60
C -0.9941 -0.0738 0.3926 -0.22
C -0.7276 -1.2380 -0.5602 -0.42
C 0.3556 -0.3810 -0.0722 -0.10
C 1.6038 -0.0732 -0.0998 0.10
C 2.8478 -0.0866 0.2963 -0.50
H -1.2282 1.4557 -1.0722 0.21
H -1.2879 2.0376 0.5931 0.22
H -2.6909 1.1676 -0.0851 0.21
H -1.1922 -0.3626 1.4274 0.22
H -0.9617 -1.1191 -1.6146 0.22
H -0.7767 -2.2558 -0.1759 0.22
H 2.9456 -0.6656 1.2064 0.22
H 3.7073 0.3726 -0.1662 0.22
```



Below is a molecular structure, C6H8, with properties calculated with wB97M-V/def2-TZVPD.

Properties
LUMO energy (eV): 0.492
2S+1: 1
Frontier orbital gap (eV): 8.5
HOMO level (eV): -8.05

```
14
Properties=species:S:1:pos:R:3:nbo_charge:R:1
C -0.3397 1.7050 -0.2937 -0.69
C 0.1742 0.5833 0.5389 0.28
C -0.0112 -1.3468 -0.3282 -0.44
C -0.7377 -0.5741 0.8070 -0.48
C 1.5470 0.3780 0.6436 -0.24
C 1.4078 -0.7417 -0.1482 -0.23
H -1.1544 1.3621 -0.9443 0.22
H 0.4791 2.1036 -0.8971 0.25
H -0.7248 2.4883 0.3609 0.25
H 0.0151 -2.4306 -0.2373 0.22
H -0.5084 -1.0928 -1.2790 0.20
H -1.8013 -0.3578 0.6649 0.22
H -0.5782 -1.0498 1.7780 0.24
H 2.2202 -1.1238 -0.7685 0.20
```



Energy list, top to bottom, in eV: -6345.2538, -6348.4966, -6347.2126
ΔE to the lowest compared entry with this formula, charge and spin list, top to bottom, in kJ/mol: 533.6, 220.7, 344.6